Entry P
Computed, not measured: a cluster of 2 separate species, C5H11NO2 in total, with the ωB97M-V functional and the def2-TZVPD basis.

Calculated values
⟨S²⟩ = 0.77
Gap between HOMO and LUMO (alpha / beta) = 9.046 / 5.551 eV
E_LUMO (alpha / beta) = -0.1730 / -0.3003 Eh
Net charge = +1
Multiplicity = 2
Molecular weight = 117.15 g/mol
E_HOMO (alpha / beta) = -13.8 / -13.7 eV

Each line ends with the Mulliken charge.
Positions of all 19 atoms, in Å:
O1 1.1024 4.0408 1.0341  -0.41
C1 0.6244 2.9996 0.6517  -0.07
C2 1.0797 1.7390 1.3677  -0.82
C3 0.4254 0.4105 1.3858  -0.30
C4 0.0337 0.1024 -0.0007  0.89
C5 0.7406 0.4755 -1.1459  -0.89
N1 -0.9812 -0.9231 -0.0963  -0.24
H1 -0.0774 3.0145 -0.1653  0.41
H2 2.1581 1.6259 0.9344  0.29
H3 1.2316 2.2755 2.3922  0.40
H4 1.1176 -0.3977 1.9215  0.28
H5 -0.5888 0.4689 2.0577  0.35
H6 0.2919 0.0030 -2.1508  0.24
H7 1.5211 1.2317 -1.3430  0.38
H8 -1.0371 -1.5202 -0.8282  0.21
H9 -1.4915 -1.0975 0.7258  0.26
H10 -2.0117 -4.4002 -1.5075  0.29
H11 -2.1715 -5.0050 -3.0626  0.32
O2 -1.9673 -5.0434 -2.1704  -0.61

***

Entry Q
Computed, not measured: the ion C5H11NO2 with charge +1, with the ωB97M-V functional and the def2-TZVPD basis.

Calculated values
⟨S²⟩ = 0.76
Gap between HOMO and LUMO (alpha / beta) = 12.097 / 6.258 eV
E_LUMO (alpha / beta) = -0.1193 / -0.3335 Eh
Net charge = +1
Multiplicity = 2
Molecular weight = 117.15 g/mol
E_HOMO (alpha / beta) = -15.3 / -15.3 eV

Each line ends with the Mulliken charge.
Positions of all 19 atoms, in Å:
C1 -0.9840 0.5874 0.0173  -0.34
N1 -0.8085 -0.0634 1.2981  0.13
C2 -1.7998 -0.5574 2.1222  0.53
O1 -2.9363 -0.7240 1.3993  -0.44
O2 -1.7831 -0.7397 3.3030  -0.38
C3 0.2155 0.7553 -0.8356  -1.06
C4 1.1913 -0.3973 -1.4795  -0.24
C5 2.5822 -0.1449 -0.9388  -1.24
H1 -1.7428 1.3778 0.2898  0.43
H2 -1.7014 -0.0250 -0.5999  0.39
H3 0.1273 -0.0860 1.7019  0.31
H4 -3.7175 -0.7155 1.9942  0.36
H5 -0.2112 1.4100 -1.5997  0.33
H6 0.9736 1.2953 -0.2829  0.44
H7 0.9738 -0.2490 -2.5538  0.31
H8 0.7318 -1.3551 -1.2406  0.39
H9 2.9565 0.8802 -0.8755  0.40
H10 3.2258 -0.6029 -1.7304  0.33
H11 2.7069 -0.6457 0.0110  0.35

***

Entry R
Computed, not measured: a structure of composition C5H11NO2, with the ωB97M-V functional and the def2-TZVPD basis.

Calculated values
⟨S²⟩ = 0.79
Gap between HOMO and LUMO (alpha / beta) = 5.869 / 7.575 eV
E_LUMO (alpha / beta) = -0.3151 / -0.3047 Eh
Net charge = +1
Multiplicity = 2
Molecular weight = 117.15 g/mol
E_HOMO (alpha / beta) = -14.4 / -15.9 eV

Each line ends with the Mulliken charge.
Positions of all 19 atoms, in Å:
C1 -1.2412 -1.6788 -1.5560  -0.87
N1 -1.4874 -1.5074 -0.1221  -0.21
C2 -1.1360 -0.1243 0.1102  0.08
C3 0.1597 0.1778 0.7779  0.62
C4 1.1774 -0.1887 -0.1595  -1.16
O1 0.1006 1.6521 1.0612  -0.46
C5 -2.1938 0.7058 -0.0718  -0.02
O2 -3.3855 0.2459 -0.4580  -0.39
H1 -1.6818 -2.7059 -1.7528  0.36
H2 -1.6986 -0.8826 -2.1046  0.35
H3 -0.2293 -1.7742 -1.8064  0.37
H4 -2.4391 -1.3940 -0.0324  0.41
H5 6.1744 2.3816 2.6806  0.04
H6 0.1436 -0.3574 1.7669  0.28
H7 1.3073 0.4320 -0.9617  0.45
H8 1.8483 -0.9326 -0.0222  0.38
H9 5.9452 2.3589 1.9359  -0.04
H10 0.8170 1.8272 0.4497  0.35
H11 -2.1808 1.7645 0.2650  0.46

***

Most stable pick: entry Q. Distance to second place: 35.3 kcal/mol.

***

Entry P
Computed, not measured: the molecule C5H15N3O, with the ωB97M-V functional and the def2-TZVPD basis.

Calculated values
SMILES = CN[C@@H](O)[C@H](C)C(N)N
Gap between HOMO and LUMO = 9.576 eV
E_LUMO = 0.0307 Eh
Net charge = 0
Molecular weight = 133.19 g/mol
E_HOMO = -8.7 eV

Each line ends with the Mulliken charge.
Positions of all 24 atoms, in Å:
C1 -1.4612 0.0809 -2.5405  -0.90
N1 -0.1183 0.2163 -2.0088  -0.48
C2 0.1258 -0.4144 -0.7001  0.14
O1 1.4902 -0.7258 -0.7934  -0.61
C3 -0.1711 0.4463 0.5397  0.47
C4 0.6700 1.7219 0.5658  -1.84
C5 0.0341 -0.3775 1.8551  -0.41
N2 -0.8078 -1.5547 1.9395  -0.66
N3 1.4066 -0.7514 2.1234  -0.72
H1 -1.6913 -0.9828 -2.6428  0.31
H2 -1.4967 0.5509 -3.5216  0.33
H3 -2.2334 0.5454 -1.9115  0.30
H4 0.1588 1.1940 -1.9902  0.18
H5 -0.4879 -1.3345 -0.6756  0.36
H6 1.5481 -0.6393 -1.8272  0.38
H7 -1.2345 0.7130 0.4928  0.30
H8 0.3626 2.4169 -0.2158  0.42
H9 0.5531 2.2284 1.5227  0.43
H10 1.7215 1.4826 0.4217  0.34
H11 -0.2835 0.2792 2.6786  0.45
H12 -1.5722 -1.5776 1.2744  0.27
H13 -0.2864 -2.4035 1.7524  0.31
H14 1.9605 0.0601 2.3673  0.30
H15 1.8130 -1.1746 1.2943  0.33

***

Entry Q
Computed, not measured: a cluster of 2 separate species, C5H15N3O in total, with the ωB97M-V functional and the def2-TZVPD basis.

Calculated values
Gap between HOMO and LUMO = 7.073 eV
E_LUMO = 0.0221 Eh
Net charge = 0
Molecular weight = 133.19 g/mol
E_HOMO = -6.5 eV

Each line ends with the Mulliken charge.
Positions of all 24 atoms, in Å:
C1 3.4675 -0.0007 0.4745  -0.94
C2 1.3734 1.9526 1.0605  -1.53
N1 2.0800 -0.1883 0.1020  0.26
C3 1.0550 0.5064 0.7460  0.53
O1 1.8769 -1.5654 -0.1226  -0.49
N2 0.1600 -0.1810 1.4645  -0.49
H1 0.9848 -1.8017 0.2036  0.40
H2 -0.3471 0.3750 2.1401  0.31
H3 4.0777 -0.5134 -0.2671  0.32
H4 3.7326 1.0516 0.4130  0.39
H5 3.6752 -0.3986 1.4758  0.30
H6 2.1539 2.0345 1.8185  0.40
H7 1.7034 2.4742 0.1618  0.36
H8 0.4911 2.4472 1.4619  0.40
C4 -3.8358 -0.6923 -1.1966  -0.86
C5 -0.9023 -0.3207 -0.0161  -0.71
N3 -2.5984 -0.4415 -1.9185  -0.44
H9 -2.4672 -1.0600 -2.7173  0.15
H10 -4.7182 -0.6184 -1.8405  0.30
H11 -3.9021 0.0023 -0.3594  0.32
H12 -3.8378 -1.7054 -0.7824  0.28
H13 -2.2551 0.5064 -1.9426  0.26
H14 -1.6040 -1.0188 0.4541  0.18
H15 -0.3635 -0.8439 -0.8133  0.29

***

Entry R
Computed, not measured: the molecule C5H15N3O, with the ωB97M-V functional and the def2-TZVPD basis.

Calculated values
SMILES = CNC(N)(N)OC(C)C
Gap between HOMO and LUMO = 9.739 eV
E_LUMO = 0.0361 Eh
Net charge = 0
Molecular weight = 133.19 g/mol
E_HOMO = -8.8 eV

Each line ends with the Mulliken charge.
Positions of all 24 atoms, in Å:
C1 2.7677 0.6843 -0.2506  -1.03
N1 1.3396 0.5296 -0.4560  -0.24
C2 0.7482 -0.6935 0.0701  0.67
N2 1.0175 -0.7299 1.4781  -0.72
N3 1.2490 -1.9374 -0.4697  -0.71
O1 -0.6151 -0.7156 -0.3044  -0.38
C3 -1.5082 0.2435 0.2501  0.74
C4 -1.5796 1.5149 -0.5973  -1.44
C5 -2.8747 -0.4338 0.3359  -1.46
H1 3.3807 -0.0019 -0.8519  0.27
H2 3.0388 1.7070 -0.5105  0.33
H3 2.9805 0.5116 0.8019  0.36
H4 1.1120 0.5964 -1.4435  0.25
H5 0.5749 -1.5443 1.8835  0.25
H6 0.6904 0.1120 1.9344  0.29
H7 2.2487 -2.0009 -0.3318  0.27
H8 1.0219 -2.0125 -1.4525  0.24
H9 -1.1799 0.5140 1.2648  0.11
H10 -0.6182 2.0204 -0.5969  0.36
H11 -2.3347 2.1834 -0.1917  0.44
H12 -1.8461 1.2587 -1.6198  0.32
H13 -3.2081 -0.7060 -0.6615  0.32
H14 -3.5994 0.2390 0.7863  0.41
H15 -2.8060 -1.3391 0.9330  0.36

***

Most stable pick: entry R. Distance to second place: 13.6 kcal/mol.

***

Entry P
Computed, not measured: a cluster of 3 separate species, CH7NO2 in total, with the ωB97M-V functional and the def2-TZVPD basis.

Calculated values
SMILES = C=N.O.O
Gap between HOMO and LUMO = 10.547 eV
E_LUMO = 0.0273 Eh
Net charge = 0
Molecular weight = 65.07 g/mol
E_HOMO = -9.8 eV

Each line ends with the Mulliken charge.
Positions of all 11 atoms, in Å:
C1 3.9873 -0.4473 0.1757  -0.21
N1 3.7868 0.5315 0.9379  -0.47
H1 3.5885 -0.4983 -0.9019  0.22
H2 4.6580 -1.2879 0.5643  0.21
H3 3.7305 0.1902 1.8571  0.26
O1 -0.9401 2.0472 -2.4589  -0.63
H4 -0.2387 2.1765 -1.8049  0.32
H5 -1.5722 1.5004 -2.0657  0.31
O2 -5.7997 -1.4938 0.9123  -0.62
H6 -5.4118 -0.6814 1.1025  0.31
H7 -5.7884 -2.0372 1.6817  0.32

***

Entry Q
Computed, not measured: a cluster of 2 separate species, CH7NO2 in total, with the ωB97M-V functional and the def2-TZVPD basis.

Calculated values
SMILES = NCO.O
Gap between HOMO and LUMO = 10.128 eV
E_LUMO = 0.0285 Eh
Net charge = 0
Molecular weight = 65.07 g/mol
E_HOMO = -9.4 eV

Each line ends with the Mulliken charge.
Positions of all 11 atoms, in Å:
N1 1.5274 0.9589 0.5415  -0.53
C1 1.5708 0.9847 -0.8945  -0.18
O1 0.3642 0.4934 -1.4581  -0.56
H1 1.2590 1.8275 0.9686  0.24
H2 0.9417 0.1968 0.8577  0.21
H3 1.6919 2.0171 -1.2201  0.23
H4 2.4063 0.3793 -1.2343  0.25
H5 0.4999 -0.2759 -2.0139  0.33
O2 -3.5420 -1.9030 1.7236  -0.64
H6 -3.7640 -2.0395 0.7879  0.32
H7 -2.9551 -2.6393 1.9417  0.32

***

Most stable pick: entry Q. Distance to second place: 31.1 kcal/mol.

***

Entry P
Computed, not measured: a cluster of 2 separate species, C4H9N2O in total, with the ωB97M-V functional and the def2-TZVPD basis.

Calculated values
Gap between HOMO and LUMO (alpha / beta) = 8.629 / 8.601 eV
E_LUMO (alpha / beta) = -0.1704 / -0.1796 Eh
Net charge = +1
Molecular weight = 101.13 g/mol
E_HOMO (alpha / beta) = -13.3 / -13.5 eV

Each line ends with the Mulliken charge.
Positions of all 16 atoms, in Å:
C1 -0.4941 -1.6083 -0.3651  -0.28
C2 1.4064 -0.1901 0.0116  0.55
C3 2.6036 0.5193 0.2601  -1.01
C4 -2.0966 0.2993 0.7608  -0.54
N1 0.6939 -1.1285 -0.1053  -0.02
N2 -0.5896 1.1280 -0.7342  -0.51
O1 -1.4461 0.1510 -0.5185  0.02
H1 -1.0203 -2.0891 0.4467  0.35
H2 -0.6409 -2.0259 -1.3540  0.30
H3 2.7575 0.6019 1.3391  0.31
H4 2.5467 1.5280 -0.1531  0.32
H5 3.4558 -0.0053 -0.1797  0.33
H6 -2.5058 1.3100 0.8204  0.29
H7 -1.3943 0.1610 1.5816  0.32
H8 -2.9032 -0.4317 0.7884  0.31
H9 -0.3359 1.0995 -1.7254  0.27

***

Entry Q
Computed, not measured: a cluster of 2 separate species, C4H9N2O in total, with the ωB97M-V functional and the def2-TZVPD basis.

Calculated values
Gap between HOMO and LUMO (alpha / beta) = 8.179 / 8.177 eV
E_LUMO (alpha / beta) = -0.1673 / -0.1674 Eh
Net charge = +1
Molecular weight = 101.13 g/mol
E_HOMO (alpha / beta) = -12.7 / -12.7 eV

Each line ends with the Mulliken charge.
Positions of all 16 atoms, in Å:
C1 1.9413 1.9804 0.2142  -0.23
C2 -0.7266 -0.3190 -0.5162  -0.23
C3 1.6305 -1.6078 -0.0130  -0.50
C4 -2.9514 0.2522 0.1750  -0.59
N1 1.9531 0.7638 0.3010  0.29
N2 1.5024 -0.3066 0.4691  -0.14
O1 -1.5639 0.1009 0.3105  -0.15
H1 0.9864 2.3948 -0.0342  0.26
H2 2.8979 2.4007 0.4103  0.29
H3 -0.9889 -0.6823 -1.5148  0.24
H4 1.7862 -1.8268 -1.1691  0.29
H5 0.7450 -2.1297 0.4763  0.29
H6 2.5733 -2.0217 0.3455  0.31
H7 -3.4420 -0.5746 -0.4632  0.33
H8 -3.1511 1.3382 -0.2121  0.27
H9 -3.1922 0.2375 1.2207  0.25

***

Most stable pick: entry P. Distance to second place: 41.2 kcal/mol.

***

Entry P
Computed, not measured: a cluster of 2 separate species, C4H9N2O in total, with the ωB97M-V functional and the def2-TZVPD basis.

Calculated values
Gap between HOMO and LUMO = 8.020 eV
E_LUMO = -0.1532 Eh
Net charge = +1
Molecular weight = 101.13 g/mol
E_HOMO = -12.2 eV

Each line ends with the Mulliken charge.
Positions of all 16 atoms, in Å:
C1 -0.8389 -2.7472 1.4271  -0.31
C2 0.2590 1.9845 -1.8213  -0.81
C3 1.1419 2.1157 -0.6162  0.17
C4 -0.8641 -1.4938 0.9567  0.36
N1 1.1532 1.2987 0.3565  -0.11
N2 -0.9624 -0.3720 0.4745  -0.56
O1 -0.5433 -3.8260 0.6298  -0.45
H1 -0.8912 -2.9601 2.5560  0.27
H2 0.6833 1.4858 -2.6154  0.33
H3 -0.4802 1.2847 -1.4158  0.17
H4 1.8452 2.9896 -0.5850  0.39
H5 0.3514 0.6056 0.3614  0.39
H6 1.9177 1.3115 0.9801  0.25
H7 -0.7794 -4.6316 1.1841  0.37
H8 -0.1141 2.9569 -2.0035  0.32
H9 -1.8779 -0.0023 0.1308  0.22

***

Entry Q
Computed, not measured: a cluster of 2 separate species, C4H9N2O in total, with the ωB97M-V functional and the def2-TZVPD basis.

Calculated values
Gap between HOMO and LUMO = 9.824 eV
E_LUMO = -0.1797 Eh
Net charge = +1
Molecular weight = 101.13 g/mol
E_HOMO = -14.7 eV

Each line ends with the Mulliken charge.
Positions of all 16 atoms, in Å:
C1 -1.5236 -0.4506 -1.3356  -0.25
C2 -0.8038 -1.6328 -0.9946  -0.41
C3 0.7866 1.0729 2.2177  -1.16
C4 0.7667 0.2972 -0.4678  -0.02
N1 1.5659 0.4599 -1.3392  0.61
N2 -0.4616 -0.3518 -0.3511  0.04
O1 2.5451 0.8431 -1.8354  -0.50
H1 -1.3454 0.1955 -2.2553  0.26
H2 -2.5062 -0.2217 -1.0827  0.30
H3 -1.1939 -2.2783 -0.3299  0.28
H4 -0.0614 -1.9215 -1.5867  0.32
H5 -0.1568 0.7738 2.2515  0.31
H6 1.5418 0.3126 2.4241  0.30
H7 0.7850 1.7987 2.9468  0.40
H8 0.9536 1.4781 1.1634  0.27
H9 -0.8921 -0.3751 0.5747  0.24

***

Entry R
Computed, not measured: a cluster of 2 separate species, C4H9N2O in total, with the ωB97M-V functional and the def2-TZVPD basis.

Calculated values
Gap between HOMO and LUMO = 11.088 eV
E_LUMO = -0.1017 Eh
Net charge = +1
Molecular weight = 101.13 g/mol
E_HOMO = -13.9 eV

Each line ends with the Mulliken charge.
Positions of all 16 atoms, in Å:
C1 -1.0492 1.0243 1.3540  -1.06
C2 -0.8395 0.2441 0.1092  0.59
C3 -1.6761 0.0994 -0.9532  -0.56
N1 -1.0670 -0.7692 -1.8076  -0.04
C4 0.1644 -1.0334 -1.3802  -0.21
N2 0.3002 -0.4425 -0.2057  0.10
H1 -1.6542 0.4714 2.0595  0.29
H2 -0.1221 1.3593 1.7906  0.30
H3 -1.5372 1.9565 1.0612  0.35
H4 -2.6675 0.4980 -1.0577  0.40
H5 -1.4146 -0.9304 -2.7365  0.25
H6 0.8452 -1.6771 -1.8909  0.41
H7 1.2555 -0.3994 0.1816  0.24
H8 3.1017 0.5497 1.5167  0.31
H9 3.5112 -0.8143 1.0774  0.32
O1 2.8492 -0.1365 0.8820  -0.68

***

Most stable pick: entry R. Distance to second place: 81.2 kcal/mol.

***

Entry P
Computed, not measured: the ion C4H9N2O with charge +1, with the ωB97M-V functional and the def2-TZVPD basis.

Calculated values
Gap between HOMO and LUMO = 8.203 eV
E_LUMO = -0.1899 Eh
Net charge = +1
Molecular weight = 101.13 g/mol
E_HOMO = -13.4 eV

Each line ends with the Mulliken charge.
Positions of all 16 atoms, in Å:
C1 2.2832 -0.1958 0.1474  0.69
C2 2.7662 0.9180 -0.2073  -0.53
C3 -0.5823 -0.9865 -0.6912  -0.51
C4 -1.2689 0.8538 0.5771  -0.91
N1 0.5120 -1.6639 0.0244  -0.22
N2 -1.5537 -0.4895 0.1472  -0.29
O1 1.6555 -1.1489 0.5809  -0.08
H1 3.5134 0.9541 -1.0647  0.28
H2 2.3480 1.8096 0.2864  0.29
H3 -0.1776 -0.1763 -1.4656  0.37
H4 -0.8535 -1.8269 -1.3699  0.38
H5 -2.1683 1.3022 1.0115  0.35
H6 -0.5576 0.9424 1.3562  0.26
H7 -0.8518 1.4415 -0.2373  0.31
H8 0.2411 -2.5625 0.4887  0.30
H9 -2.5179 -0.4072 -0.0908  0.30

***

Entry Q
Computed, not measured: the ion C4H9N2O with charge +1, with the ωB97M-V functional and the def2-TZVPD basis.

Calculated values
SMILES = C[C@@H]1OCNC1=[NH2+]
Gap between HOMO and LUMO = 11.974 eV
E_LUMO = -0.1149 Eh
Net charge = +1
Molecular weight = 101.13 g/mol
E_HOMO = -15.1 eV

Each line ends with the Mulliken charge.
Positions of all 16 atoms, in Å:
C1 0.4837 1.0194 1.6346  -1.17
C2 0.6874 0.6034 0.2519  0.05
O1 -0.1849 1.4299 -0.4916  -0.34
C3 -0.4977 0.7969 -1.6813  -0.37
N1 -0.8478 -0.5830 -1.2139  -0.11
C4 -0.1906 -0.9794 -0.1692  0.30
N2 -0.0984 -2.0813 0.4885  -0.31
H1 -0.6511 1.2633 1.7557  0.31
H2 1.1477 1.7910 1.8272  0.36
H3 0.8062 0.3819 2.4800  0.38
H4 1.6360 0.3122 -0.0620  0.48
H5 0.3703 0.8640 -2.2647  0.33
H6 -1.3298 1.4049 -1.9608  0.35
H7 -1.3948 -1.1240 -1.8664  0.22
H8 0.5117 -2.2130 1.2834  0.26
H9 -0.4481 -2.8862 -0.0115  0.26

***

Most stable pick: entry Q. Distance to second place: 109.8 kcal/mol.